Entry 1:
This record from OMol25 describes one molecule with the formula C3H4Br2O in a non-equilibrium geometry. The level of theory is wB97M-V/def2-TZVPD.

As for the largest force on an atom: 0.1116 Eh/bohr. The spin multiplicity is 1. The relative energy (zero: lowest compared OMol25 entry of this formula, charge and spin) is 13.8 kcal per mole. As for the orbital gap: 11.03 eV. Its SMILES is C[C@@]1(Br)O[C@H]1Br. Its net charge is 0.

Atoms and positions in Å:
C 0.4096 0.6741 0.1515
C 0.4189 -0.7880 0.3087
Br 2.1170 -1.5398 -0.1867
O -0.2543 -1.2937 1.4080
C -0.6991 -1.7105 0.1894
Br -2.5873 -1.1988 -0.1777
H 1.1382 1.0294 0.7314
H -0.6029 1.1427 0.3320
H 0.5417 0.8218 -0.9463
H -0.6591 -2.8317 0.0714

=====

Entry 2:
This record from OMol25 describes a 7-piece molecular cluster, C6H25ClNO7 overall in a non-equilibrium geometry. The level of theory is wB97M-V/def2-TZVPD.

As for the largest force on an atom: 0.0222 Eh/bohr. The spin multiplicity is 1. As for the orbital gap: 8.81 eV. Its net charge is -1.

Atoms and positions in Å:
Cl -1.0160 -1.8962 3.7500
C 1.2949 4.2278 -5.7431
O 1.6101 3.1875 -4.8506
C 0.4623 2.6480 -4.2384
C 0.8303 1.4485 -3.4180
N 1.8358 1.7884 -2.3907
C 2.4076 0.5791 -1.8045
C 1.4611 -0.2386 -0.9467
O 1.0020 0.5545 0.1097
C -0.1240 -0.0057 0.7422
H 1.0888 5.1681 -5.2154
H 0.4457 3.9590 -6.3837
H 2.1630 4.3918 -6.3827
H -0.2914 2.3980 -4.9957
H 0.0462 3.4246 -3.5745
H 1.2385 0.6491 -4.0379
H -0.0913 1.1036 -2.9291
H 1.3088 2.1965 -1.6189
H 3.1996 0.8920 -1.1098
H 2.8886 -0.0617 -2.5446
H 1.9600 -1.1508 -0.5750
H 0.6132 -0.6689 -1.5122
H -0.2809 0.5494 1.6653
H 0.0367 -1.0404 1.0767
H -1.0212 -0.0339 0.1133
O -0.3518 -4.0619 1.4741
H -0.4146 -3.3914 2.1835
H -1.0781 -3.8329 0.8866
O -2.4546 -4.9529 3.6005
H -2.2645 -4.0246 3.7978
H -2.1280 -5.0569 2.7003
O -1.1344 -2.1909 6.9265
H -0.9625 -1.6757 6.1224
H -0.7821 -3.0542 6.6914
O -0.4590 1.4839 4.9907
H 0.3874 1.5597 5.4387
H -0.4844 0.5661 4.6883
O -3.9471 -1.6422 2.2295
H -3.8451 -2.5635 2.4880
H -3.1496 -1.2324 2.5962

=====

Entry 3:
This record from OMol25 describes one molecule with the formula C4H7N2P in a non-equilibrium geometry. The level of theory is wB97M-V/def2-TZVPD.

As for the largest force on an atom: 0.0620 Eh/bohr. The spin multiplicity is 1. The relative energy (zero: lowest compared OMol25 entry of this formula, charge and spin) is 27.2 kcal per mole. As for the orbital gap: 8.41 eV. Its SMILES is NP1[C@@H]2C=CN[C@@H]21. Its net charge is 0.

Atoms and positions in Å:
N 1.7291 1.1283 0.2342
P 1.2530 -0.0202 1.3898
C 0.3123 -1.2443 0.2825
C 0.0043 -0.7549 -1.0880
C -0.9178 0.2179 -1.0167
N -1.5266 0.3555 0.2575
C -0.6840 -0.4462 1.1271
H 1.6556 0.9410 -0.7528
H 1.3786 2.0647 0.3694
H 0.3847 -2.2882 0.4663
H 0.5775 -1.2283 -1.7786
H -1.2903 0.8196 -1.9579
H -1.7204 1.3131 0.5090
H -1.1560 -0.8579 1.9582

=====

Entry 4:
This record from OMol25 describes C32H44BaN5O2SeSi as an isolated structure in a non-equilibrium geometry. The level of theory is wB97M-V/def2-TZVPD.

As for the largest force on an atom: 0.0223 Eh/bohr. The spin multiplicity is 1. The relative energy (zero: lowest compared OMol25 entry of this formula, charge and spin) is 2.6 kcal per mole. As for the orbital gap: 5.72 eV. Its net charge is -1.

Atoms and positions in Å:
Ba -0.1383 1.2006 2.2427
C -0.5032 3.6698 -5.3177
C -1.4759 2.6230 -4.7577
C -2.9048 3.1248 -4.9631
C -1.3083 1.3047 -5.5256
C -1.1582 2.3918 -3.2839
C -2.0537 2.6588 -2.2594
C -1.6702 2.4204 -0.9470
N -0.4801 1.9447 -0.6070
C 0.3913 1.6633 -1.5817
C 0.0855 1.8832 -2.9156
C 1.6812 1.0462 -1.1475
C 2.6969 0.7223 -2.0402
C 3.8353 0.0661 -1.5906
C 3.8972 -0.2359 -0.2338
C 2.8516 0.1288 0.5930
N 1.7713 0.7679 0.1489
C 4.9770 -0.3398 -2.5171
C 4.7054 0.0405 -3.9721
C 5.1626 -1.8616 -2.4387
C 6.2641 0.3598 -2.0604
H -0.7219 3.8578 -6.3714
H 0.5321 3.3346 -5.2428
H -0.5918 4.6125 -4.7746
H -3.0977 3.2417 -6.0310
H -3.0649 4.0940 -4.4871
H -3.6387 2.4215 -4.5665
H -1.5684 1.4509 -6.5763
H -1.9568 0.5296 -5.1143
H -0.2823 0.9380 -5.4826
H -3.0471 3.0354 -2.4529
H -2.3590 2.6045 -0.1290
H 0.8088 1.6392 -3.6797
H 2.5898 0.9636 -3.0856
H 4.7389 -0.7661 0.1901
H 2.8687 -0.1228 1.6514
H 3.8006 -0.4383 -4.3513
H 5.5401 -0.2886 -4.5938
H 4.6043 1.1208 -4.0970
H 4.2436 -2.3800 -2.7164
H 5.4310 -2.1822 -1.4322
H 5.9582 -2.1750 -3.1187
H 6.1506 1.4451 -2.0956
H 7.0939 0.0795 -2.7135
H 6.5274 0.0828 -1.0394
C 2.2532 -1.8298 6.6193
N 1.7089 -0.5772 6.1247
C 0.7939 0.1101 6.8616
C 0.2044 1.2313 6.4188
C 0.5207 1.6786 5.0748
O -0.0671 2.6300 4.5121
N 1.4539 0.9790 4.3650
C 2.0700 -0.1332 4.8363
O 2.9242 -0.7452 4.2039
H 2.5375 -1.7221 7.6665
H 3.1268 -2.0732 6.0236
H 1.5252 -2.6378 6.5220
H 0.5753 -0.3117 7.8351
H -0.5213 1.7646 7.0126
C -3.9729 -0.9070 0.9451
Si -3.8820 -0.1013 2.6477
C -3.0584 -1.2680 3.8984
C -5.6964 0.0596 3.2115
C -2.9287 1.4415 2.5922
H -4.5016 -1.8637 0.9575
H -2.9743 -1.0883 0.5383
H -4.5026 -0.2384 0.2577
H -3.7352 -2.0330 4.2889
H -2.6904 -0.6793 4.7457
H -2.1992 -1.7771 3.4537
H -6.2457 -0.8866 3.1719
H -6.2158 0.7818 2.5750
H -5.7432 0.4369 4.2376
H -2.9353 1.9433 3.5718
H -3.3549 2.1469 1.8609
Se -0.0028 -1.9863 0.4047
C -1.2384 -3.4006 0.1980
C -2.0516 -3.8845 1.2271
C -2.9187 -4.9371 0.9914
N -3.0534 -5.5635 -0.1790
C -2.2772 -5.1024 -1.1628
C -1.3829 -4.0566 -1.0314
H -2.0108 -3.4377 2.2098
H -3.5488 -5.2977 1.8002
H -2.3788 -5.6034 -2.1223
H -0.7919 -3.7385 -1.8811

=====

Entry 5:
This record from OMol25 describes one molecule with the formula C4H8O3 in a non-equilibrium geometry. The level of theory is wB97M-V/def2-TZVPD.

As for the largest force on an atom: 0.0285 Eh/bohr. The spin multiplicity is 1. The relative energy (zero: lowest compared OMol25 entry of this formula, charge and spin) is 38.2 kcal per mole. As for the orbital gap: 11.36 eV. Its SMILES is COC(=O)CCO. Its net charge is 0.

Atoms and positions in Å:
C -2.6941 -0.0847 0.0118
O -1.5012 0.5707 0.3551
C -0.4958 0.5134 -0.5398
O -0.6251 0.7949 -1.7077
C 0.5947 -0.1227 0.3377
C 1.9940 0.0763 -0.1339
O 2.8654 -0.5622 0.7742
H -2.5060 -0.9466 -0.6429
H -3.0728 -0.4335 0.9722
H -3.3672 0.6188 -0.4683
H 0.4707 0.2428 1.3680
H 0.3233 -1.1918 0.4071
H 2.0652 -0.3301 -1.1493
H 2.1600 1.1613 -0.1668
H 3.7635 -0.3120 0.5317

=====

Entry 6:
This record from OMol25 describes CH3FNO as an isolated structure in a non-equilibrium geometry. The level of theory is wB97M-V/def2-TZVPD.

As for the largest force on an atom: 0.1128 Eh/bohr. The spin multiplicity is 1. The relative energy (zero: lowest compared OMol25 entry of this formula, charge and spin) is 110.6 kcal per mole. As for the orbital gap: 7.76 eV. Its net charge is -1.

Atoms and positions in Å:
C 0.2854 0.0465 0.1184
N 1.5800 0.0781 0.5531
O 2.4821 -1.2002 -0.2394
F 2.0911 1.3806 -0.0622
H -0.3751 -0.6127 0.7318
H -0.2796 1.1029 0.2861
H 0.2785 -0.1441 -0.9320

=====

Entry 7:
This record from OMol25 describes one molecule with the formula C5H9N. The level of theory is wB97M-V/def2-TZVPD.

As for the largest force on an atom: 0.0127 Eh/bohr. The spin multiplicity is 1. The relative energy (zero: lowest compared OMol25 entry of this formula, charge and spin) is 99.3 kcal per mole. As for the orbital gap (alpha / beta): 8.33 / 8.33 eV. Its net charge is 0.

Atoms and positions in Å:
C -0.5487 -1.5055 0.0434
C 0.4768 -0.3899 -0.1697
C 0.0560 0.5624 -1.2313
C 0.7196 0.3808 1.1735
C -0.2907 1.4893 1.2512
N -0.8094 1.8656 0.2108
H -0.2250 -2.2072 0.8200
H -0.7150 -2.0746 -0.8774
H -1.5099 -1.0798 0.3554
H 1.4532 -0.8270 -0.4241
H -0.6328 0.1708 -1.9840
H 0.8408 1.1836 -1.6661
H -1.2023 1.8465 -0.7273
H 1.7039 0.8675 1.1817
H 0.6836 -0.2826 2.0438

=====

Entry 8:
This record from OMol25 describes a 2-piece molecular cluster, C6H12O overall in a non-equilibrium geometry. The level of theory is wB97M-V/def2-TZVPD.

As for the largest force on an atom: 0.0665 Eh/bohr. The spin multiplicity is 1. The relative energy (zero: lowest compared OMol25 entry of this formula, charge and spin) is 70.0 kcal per mole. As for the orbital gap: 10.30 eV. Its SMILES is OC1CC1.C=CC. Its net charge is 0.

Atoms and positions in Å:
O -1.6567 0.3968 1.4777
C -2.0698 0.5081 0.1634
C -1.0681 0.2585 -0.9265
C -2.1068 -0.7659 -0.5678
H -1.2304 1.2428 1.6551
H -2.8726 1.2418 -0.0031
H -0.0539 -0.3569 -0.8238
H -1.2453 0.8560 -1.8194
H -2.9278 -0.9344 -1.2341
H -1.7156 -1.6483 -0.0624
C 1.9791 -1.4538 0.0855
C 1.4241 -0.3139 0.4862
C 1.9750 1.0222 0.1797
H 2.8014 -1.4672 -0.6236
H 1.6300 -2.4216 0.4267
H 0.6330 -0.3396 1.2280
H 1.2831 1.8384 -0.0338
H 2.5573 1.3163 1.0542
H 2.6638 1.0208 -0.6621

=====

- What is the formula in the second record?
  C6H25ClNO7